Record 1
{
  "formula": "C4H12O",
  "method": "ωB97M-V/def2-TZVPD",
  "species": ["C", "C", "O", "H", "H", "H", "H", "H", "H", "C", "C", "H", "H", "H", "H", "H", "H"],
  "coordinates": [[-1.75498, 0.19411, -1.28758], [-1.97763, 0.00228, -2.74533], [-0.65712, -0.57702, -0.77802], [-1.28836, 1.18954, -1.22030], [-2.63049, 0.11142, -0.66738], [-1.22928, 0.39602, -3.43813], [-0.64290, -1.49985, -1.01130], [-2.91787, 0.55341, -3.06449], [-2.16113, -1.01960, -3.01104], [2.59265, 0.36425, 2.08750], [1.23122, -0.19054, 2.27441], [3.10567, 0.43592, 3.00044], [3.24589, -0.18153, 1.37987], [2.69556, 1.30887, 1.53721], [1.10090, -1.25099, 2.56870], [0.65138, -0.17648, 1.30417], [0.63649, 0.34020, 3.07127]],
  "forces_ev_per_a": [[2.5000, 0.7796, -0.2223], [-2.0005, 0.7869, -1.5016], [0.1404, 0.3804, 0.4603], [-0.8362, 0.0621, 0.4945], [-0.4196, -0.1416, 0.1491], [0.3736, -0.1013, 0.5737], [-0.5354, -0.4268, -0.3544], [0.8492, -0.5655, 0.4907], [-0.0789, -0.7803, -0.1131], [1.3566, -0.0603, -1.9571], [-2.8482, -0.4036, -0.6037], [0.8942, 0.2430, 1.2219], [-0.4092, -0.7230, 0.5780], [-0.8915, 0.3799, 0.6778], [0.9220, 0.3525, 0.0000], [0.4071, 0.3510, 1.0516], [0.5763, -0.1329, -0.9455]],
  "mol_weight_g_mol": 76.14,
  "energy_ha": -234.7956,
  "e_above_lowest_kj_mol": 97.1,
  "multiplicity": 1,
  "smiles": "CCO.CC"
}


Record 2
{
  "formula": "C4H12O",
  "method": "ωB97M-V/def2-TZVPD",
  "species": ["C", "C", "O", "H", "H", "H", "H", "H", "H", "C", "C", "H", "H", "H", "H", "H", "H"],
  "coordinates": [[0.63924, -1.30453, 1.93486], [-0.38262, -0.52058, 1.14205], [1.13333, -2.41148, 1.21821], [1.49916, -0.65286, 2.10596], [0.31890, -1.59107, 2.93585], [0.10137, -0.17502, 0.25354], [0.46908, -3.04287, 0.91725], [-0.70606, 0.37376, 1.66431], [-1.22070, -1.10403, 0.77430], [-0.87404, 2.56030, -1.61401], [-0.30665, 1.45420, -2.49396], [-1.84496, 2.25106, -1.22163], [-0.18320, 2.71443, -0.78917], [-1.02168, 3.51228, -2.11835], [-0.57273, 0.45752, -2.15747], [-0.63265, 1.51859, -3.53703], [0.78457, 1.37385, -2.56591]],
  "forces_ev_per_a": [[-0.0761, 0.1721, 0.0409], [0.1217, 0.0420, 0.0321], [0.6942, -0.4737, -0.3173], [0.0926, -0.1092, -0.1113], [-0.4260, -0.1594, 0.0578], [0.4525, 0.3021, -0.6960], [-0.2286, 0.4541, 0.3396], [-0.3067, -0.0222, 0.2395], [-0.3243, -0.1908, 0.4050], [0.2149, -0.4157, 0.1352], [0.3651, -0.4593, -0.9530], [0.0779, 0.1091, 0.0906], [-0.1862, 0.1887, 0.2829], [0.1639, -0.0176, -0.1697], [-0.3918, -0.0925, 0.2327], [-0.1931, 0.0541, 0.1448], [-0.0498, 0.6184, 0.2464]],
  "mol_weight_g_mol": 76.14,
  "energy_ha": -234.8107,
  "e_above_lowest_kj_mol": 57.4,
  "multiplicity": 1,
  "smiles": "CCO.CC"
}


Record 3
{
  "formula": "C4H12O2",
  "method": "ωB97M-V/def2-TZVPD",
  "species": ["C", "C", "C", "C", "H", "H", "H", "H", "H", "H", "H", "H", "H", "H", "O", "H", "H", "O"],
  "coordinates": [[0.17532, -0.45305, -0.65556], [0.06559, 0.31547, 0.42771], [-1.19435, 1.09933, 0.71202], [1.48102, -1.12613, -1.06257], [-0.65838, -0.61570, -1.32860], [0.89865, 0.30175, 1.12363], [-1.95396, 0.35222, 0.95791], [-1.03100, 1.63206, 1.65655], [-1.52726, 1.83386, -0.00825], [2.29178, -0.39742, -1.05756], [1.42235, -1.52583, -2.06988], [1.71488, -1.89066, -0.32191], [-0.94074, -2.13781, 1.18402], [-0.34766, -3.53219, 1.24091], [-1.16554, -3.05177, 1.40622], [1.44221, 2.77318, -0.89365], [0.43619, 3.87996, -0.50916], [0.53526, 3.06840, -1.01763]],
  "forces_ev_per_a": [[0.7957, -0.0720, -0.0438], [-0.5300, -0.3090, -1.2194], [0.4635, -0.6074, 1.8747], [-0.5112, 0.4086, 0.4987], [-0.1526, 0.3373, -0.0229], [0.0268, 0.4766, 0.0486], [-0.4248, 0.3417, -0.2716], [-0.1807, 0.1254, -0.1387], [0.1584, -0.2649, -0.4457], [0.0520, -0.0321, 0.0473], [-0.0033, -0.3013, 0.0636], [0.2367, -0.2882, -0.2842], [-0.0377, -0.0471, -0.0400], [-0.0722, -0.0419, 0.0208], [0.1513, 0.1460, -0.0372], [-0.0386, 0.0763, 0.0755], [0.1645, -0.0567, -0.0287], [-0.0979, 0.1087, -0.0971]],
  "mol_weight_g_mol": 92.14,
  "energy_ha": -310.0418,
  "e_above_lowest_kj_mol": 81.7,
  "multiplicity": 1,
  "smiles": "C/C=C/C.O.O"
}


Record 4
{
  "formula": "C4H12O2",
  "method": "ωB97M-V/def2-TZVPD",
  "species": ["C", "C", "C", "C", "O", "H", "H", "H", "H", "H", "H", "H", "H", "H", "H", "H", "H", "O"],
  "coordinates": [[-0.05090, -1.49107, -0.23300], [-0.10125, 0.02827, -0.20293], [1.29134, 0.67610, -0.07608], [1.26593, 2.15715, -0.41470], [1.71155, 0.53899, 1.29219], [-0.03719, -1.93589, -1.22740], [0.81657, -1.82953, 0.33687], [-0.93747, -1.93762, 0.22074], [-0.64209, 0.42333, 0.65494], [-0.55925, 0.40844, -1.12070], [2.05337, 0.21008, -0.70684], [2.20924, 2.57504, -0.04450], [0.48254, 2.69124, 0.11975], [1.21816, 2.38915, -1.47374], [2.37257, -0.14837, 1.35295], [-3.29676, -1.14283, 0.97628], [-4.34932, -1.95524, 0.37586], [-3.44704, -1.65725, 0.17034]],
  "forces_ev_per_a": [[-0.3662, -0.3345, 0.5119], [0.8208, 0.2910, -0.7837], [-0.4287, 0.0709, 0.0303], [0.7651, 0.3118, 0.6724], [-0.0549, 0.2387, -0.0065], [0.3529, 0.2985, -0.1542], [-0.0244, -0.2068, -0.0593], [0.0633, 0.0902, 0.1305], [-0.2492, -0.1080, 0.0164], [-0.1824, 0.0249, 0.1395], [-0.2198, -0.2499, -0.1807], [-0.0865, 0.0509, -0.1220], [-0.2368, -0.0923, -0.0350], [-0.2383, -0.2469, -0.1784], [0.1173, -0.1519, 0.0118], [0.5142, 0.1105, -0.2548], [0.2613, -0.1889, -0.5651], [-0.8080, 0.0916, 0.8268]],
  "mol_weight_g_mol": 92.14,
  "energy_ha": -310.0658,
  "e_above_lowest_kj_mol": 18.7,
  "multiplicity": 1,
  "smiles": "CC[C@@H](C)O.O"
}


Record 5
{
  "formula": "C4H12O2S",
  "method": "ωB97M-V/def2-TZVPD",
  "species": ["C", "O", "C", "C", "C", "S", "H", "H", "H", "H", "H", "H", "H", "H", "H", "H", "H", "H", "O"],
  "coordinates": [[1.85902, 0.52018, 0.46198], [2.06213, 0.57488, -0.96169], [0.44309, 0.58084, 0.98245], [-0.75712, -0.15328, 0.31532], [-2.08545, 0.49413, 0.59875], [-3.34860, 0.13983, -0.69357], [2.40471, 1.36228, 0.88554], [2.23657, -0.42504, 0.84034], [1.95801, 1.49411, -1.22190], [0.49711, 0.70900, 2.06076], [0.12680, 1.62915, 0.82063], [-0.53740, -0.09191, -0.77741], [-0.61870, -1.18665, 0.63244], [-1.93671, 1.58351, 0.59236], [-2.55111, 0.07074, 1.49668], [-2.53797, -0.66470, -1.41870], [1.08397, -2.92966, -1.83686], [1.13413, -1.46170, -1.36294], [0.56752, -2.24570, -1.41417]],
  "forces_ev_per_a": [[0.0012, -0.5788, -0.0581], [-0.4575, -0.4377, 0.5409], [-1.6405, 3.3436, -0.8082], [2.4226, -0.4882, -0.1581], [-0.5181, -0.3232, -0.1280], [0.4920, -0.2731, -0.2798], [0.1613, -0.2184, 0.3961], [0.7755, -0.1047, -0.3882], [-0.0856, -0.0210, -0.1537], [-0.1287, -1.2288, 0.4606], [0.2579, 0.2170, -0.3702], [-0.2511, -0.1736, 0.7484], [-0.8968, -0.2681, -0.3724], [-0.3277, -0.3553, 0.4706], [0.3950, 0.7169, 0.1525], [-0.3490, 0.1688, 0.0845], [0.2495, -0.1185, -0.1481], [0.0209, -0.1152, -0.1845], [-0.1209, 0.2583, 0.1957]],
  "mol_weight_g_mol": 124.20,
  "energy_ha": -708.2302,
  "e_above_lowest_kj_mol": 75.3,
  "multiplicity": 1,
  "smiles": "OCCCCS.O"
}


Record 6
{
  "formula": "C4H12O2S",
  "method": "ωB97M-V/def2-TZVPD",
  "species": ["C", "O", "C", "C", "C", "S", "H", "H", "H", "H", "H", "H", "H", "H", "H", "H", "H", "H", "O"],
  "coordinates": [[1.33616, -0.29554, 0.52123], [0.37091, -0.78694, 1.53818], [0.82417, -0.61309, -1.00121], [-0.04019, 0.50686, -1.63447], [-1.43314, 0.66942, -0.83930], [-2.82726, 1.59007, -1.38241], [2.14594, -0.96835, 0.59900], [1.65572, 0.73051, 0.77269], [-0.58925, -0.62437, 1.34669], [1.71437, -1.04915, -1.54136], [0.15646, -1.48281, -0.97521], [0.50918, 1.51977, -1.45786], [-0.40346, 0.18608, -2.73245], [-1.14156, 1.15361, 0.15307], [-1.69175, -0.35912, -0.60255], [-2.71786, 2.58438, -0.50485], [3.32766, -2.88032, 3.56390], [3.60753, -2.03922, 2.41298], [3.94674, -2.19031, 3.31271]],
  "forces_ev_per_a": [[-3.0049, -1.0072, -1.0705], [-0.0567, 0.4942, -0.6647], [0.0936, 0.2785, 1.3525], [-0.9462, 1.0306, -0.9803], [3.1971, -0.4835, 2.2218], [-0.5962, 0.3283, -0.9710], [1.0889, -0.4935, 0.5996], [-0.3244, -0.3070, -0.5148], [1.6752, 0.1240, -0.2315], [-0.8482, 1.2859, -0.0098], [0.1531, -0.1058, 0.5663], [-0.9135, -1.6358, -1.3507], [1.4536, 1.2296, 2.1058], [-0.3928, -0.8122, -1.1020], [-0.5917, -0.1008, 0.0155], [0.0324, 0.1617, 0.0196], [0.0411, -0.2141, 0.6088], [0.4890, 0.3633, 0.2950], [-0.5494, -0.1364, -0.8894]],
  "mol_weight_g_mol": 124.20,
  "energy_ha": -708.1981,
  "e_above_lowest_kj_mol": 159.5,
  "multiplicity": 1,
  "smiles": "OCCCCS.O"
}


Record 7
{
  "formula": "C4H12O2S",
  "method": "ωB97M-V/def2-TZVPD",
  "species": ["C", "O", "C", "C", "C", "S", "H", "H", "H", "H", "H", "H", "H", "H", "H", "H", "H", "H", "O"],
  "coordinates": [[-0.52580, 0.35303, 1.27641], [0.62328, 0.22822, 2.16110], [-0.21613, 1.42906, 0.18512], [0.68409, 1.06550, -0.97982], [2.07687, 0.25641, -0.60116], [2.86118, 0.00413, -2.19880], [-1.51579, 0.57921, 1.72261], [-0.74949, -0.69928, 0.77400], [0.47940, -0.72278, 2.53332], [-1.16413, 1.87645, -0.21253], [0.28152, 2.26182, 0.84878], [0.21909, 0.33405, -1.49967], [1.07765, 1.94622, -1.44680], [1.41205, -0.64638, -0.31559], [2.55599, 0.73607, 0.25910], [1.56742, 0.09802, -2.98266], [-6.60938, -3.44662, 1.46851], [-6.74429, -1.90954, 1.37555], [-6.71116, -2.61539, 2.01052]],
  "forces_ev_per_a": [[-0.2815, -1.5594, -2.2640], [-2.0207, -2.6398, 0.3656], [0.3715, 1.5424, 2.3763], [3.2982, 1.2730, 3.4447], [-5.0141, -0.6883, 0.0583], [-1.7277, 0.1374, -1.1781], [0.8654, 0.2202, 0.5405], [0.6534, 1.8405, 0.7183], [0.7913, 2.6477, -0.6638], [0.6774, -0.4708, 0.4022], [-0.8495, -1.1849, -1.3861], [-1.6801, -1.5758, -2.5652], [-0.6581, 0.4543, -0.9506], [2.4730, 0.5473, 0.2754], [0.4415, -0.3583, -0.6499], [2.6589, -0.1856, 1.4784], [-0.1781, 1.4170, 0.8734], [-0.0285, 0.4496, -0.4684], [0.2077, -1.8663, -0.4069]],
  "mol_weight_g_mol": 124.20,
  "energy_ha": -708.1760,
  "e_above_lowest_kj_mol": 217.5,
  "multiplicity": 1,
  "smiles": "OCCCCS.O"
}


Record 8
{
  "formula": "C4H12O3",
  "method": "ωB97M-V/def2-TZVPD",
  "species": ["C", "C", "O", "C", "C", "H", "H", "H", "H", "H", "H", "H", "H", "H", "H", "O", "H", "H", "O"],
  "coordinates": [[0.42636, 0.31282, 1.68499], [2.51909, -0.36089, -1.51211], [-1.63746, -1.53729, -0.70383], [1.76777, -0.69421, -0.37810], [1.62054, 0.19423, 0.69914], [0.69086, 0.55245, 2.72628], [-0.08266, -0.64084, 1.74247], [-0.31151, 1.05944, 1.35576], [2.58954, -0.97845, -2.39276], [3.13249, 0.55584, -1.39938], [-2.21898, -2.31465, -0.64963], [1.21776, -1.62100, -0.33837], [2.23415, 1.06588, 0.51910], [-0.78239, 1.15238, -1.41433], [-1.68774, 1.38205, -0.17543], [-1.06866, 1.83872, -0.78654], [-3.57429, 0.51661, 0.53604], [-2.16041, -0.78334, -0.18483], [-2.67445, 0.30023, 0.67154]],
  "forces_ev_per_a": [[1.0888, -0.5897, -0.3998], [0.1426, 0.3845, 1.7739], [-0.4327, -0.4688, -0.0922], [-0.0062, 0.2928, -0.1189], [-0.9679, 0.4385, -0.1817], [0.4034, 0.1352, -0.3339], [-0.3101, -0.1734, -0.2133], [0.3958, -0.2865, -0.1334], [0.0328, -0.0357, 0.0020], [-0.4410, -0.5778, -0.5825], [0.3525, 0.5047, -0.0084], [-0.3548, -0.1334, -0.2547], [0.0552, 0.4917, 0.5111], [-0.2679, 0.2746, 0.5471], [-0.6391, -0.6587, 0.2367], [0.7804, 0.4061, -0.9309], [-1.3829, 0.3327, -0.2658], [0.2005, -0.1323, 0.1489], [1.3506, -0.2043, 0.2956]],
  "mol_weight_g_mol": 108.14,
  "energy_ha": -385.2849,
  "total_charge": -1,
  "e_above_lowest_kj_mol": 35.3,
  "multiplicity": 2
}


Repeat the first record exactly.
{
  "formula": "C4H12O",
  "method": "ωB97M-V/def2-TZVPD",
  "species": ["C", "C", "O", "H", "H", "H", "H", "H", "H", "C", "C", "H", "H", "H", "H", "H", "H"],
  "coordinates": [[-1.75498, 0.19411, -1.28758], [-1.97763, 0.00228, -2.74533], [-0.65712, -0.57702, -0.77802], [-1.28836, 1.18954, -1.22030], [-2.63049, 0.11142, -0.66738], [-1.22928, 0.39602, -3.43813], [-0.64290, -1.49985, -1.01130], [-2.91787, 0.55341, -3.06449], [-2.16113, -1.01960, -3.01104], [2.59265, 0.36425, 2.08750], [1.23122, -0.19054, 2.27441], [3.10567, 0.43592, 3.00044], [3.24589, -0.18153, 1.37987], [2.69556, 1.30887, 1.53721], [1.10090, -1.25099, 2.56870], [0.65138, -0.17648, 1.30417], [0.63649, 0.34020, 3.07127]],
  "forces_ev_per_a": [[2.5000, 0.7796, -0.2223], [-2.0005, 0.7869, -1.5016], [0.1404, 0.3804, 0.4603], [-0.8362, 0.0621, 0.4945], [-0.4196, -0.1416, 0.1491], [0.3736, -0.1013, 0.5737], [-0.5354, -0.4268, -0.3544], [0.8492, -0.5655, 0.4907], [-0.0789, -0.7803, -0.1131], [1.3566, -0.0603, -1.9571], [-2.8482, -0.4036, -0.6037], [0.8942, 0.2430, 1.2219], [-0.4092, -0.7230, 0.5780], [-0.8915, 0.3799, 0.6778], [0.9220, 0.3525, 0.0000], [0.4071, 0.3510, 1.0516], [0.5763, -0.1329, -0.9455]],
  "mol_weight_g_mol": 76.14,
  "energy_ha": -234.7956,
  "e_above_lowest_kj_mol": 97.1,
  "multiplicity": 1,
  "smiles": "CCO.CC"
}


Number 3 is which compound? C4H12O2